240
Properties=species:S:1:pos:R:3:forces:R:3 method="wB97M-V/def2-TZVPD" homo_energy_ev=-8.036 lumo_energy_ev=0.395 molar_mass_g_mol=1227.0 multiplicity=1
C -2.35703 1.98526 4.81272 1.16 0.52 0.86
C -1.48151 3.06412 4.13789 -0.11 0.02 0.49
C -2.41239 3.67888 3.09098 0.78 -0.35 -1.28
O -3.58373 2.90821 3.03235 -1.77 -0.50 1.42
C -3.38662 1.68861 3.78299 0.47 0.44 -0.89
H -2.73440 2.35774 5.76506 -0.42 0.15 -0.12
H -1.76321 1.11243 5.08411 -0.02 -0.15 -0.16
H -0.61601 2.61384 3.65185 0.01 0.04 0.03
H -1.13140 3.77737 4.88409 0.09 0.07 -0.17
H -1.99673 3.51958 2.09602 0.68 0.37 -0.16
H -2.61913 4.74723 3.15422 -0.21 -0.08 0.49
H -2.90174 1.02627 3.06585 -0.41 -0.74 -0.03
H -4.29447 1.28297 4.22951 -0.23 0.19 -0.57
C -1.31586 7.19916 0.12492 -0.47 0.49 -1.35
C -0.66549 5.89054 -0.23009 0.43 -0.79 -0.58
C 0.35044 5.71775 0.83511 1.08 -0.77 1.09
O -0.19197 6.37304 1.99050 0.34 -0.82 0.08
C -0.72618 7.55748 1.47056 -0.77 0.79 0.29
H -2.38650 7.00341 0.06574 -0.12 0.62 0.48
H -1.06224 7.96790 -0.60502 -0.20 0.09 -0.07
H -0.16471 5.82168 -1.19578 -0.33 0.15 -0.24
H -1.37635 5.06921 -0.13945 -0.06 -0.02 -0.19
H 1.34497 6.11415 0.63047 0.05 0.67 -0.37
H 0.57436 4.66164 0.98542 -0.38 -0.09 0.73
H 0.03474 8.33111 1.36760 0.42 -0.02 -0.19
H -1.46597 8.00526 2.13411 -0.04 -0.40 0.32
C -3.76260 5.75381 -2.82697 -1.62 -0.46 -0.81
C -2.88375 6.32884 -3.90878 1.38 2.57 0.88
C -3.66443 6.29151 -5.19782 -0.28 0.32 1.42
O -4.31831 5.07451 -5.09959 -1.42 -2.10 0.43
C -4.57335 4.75401 -3.70600 1.68 -1.01 0.88
H -4.54696 6.37280 -2.39139 0.49 0.97 -0.17
H -3.22673 5.35950 -1.96357 0.08 -0.49 -0.36
H -1.88968 5.88175 -3.90327 -0.20 -0.43 -0.38
H -2.70144 7.37499 -3.66298 0.33 0.28 -0.01
H -3.11128 6.40796 -6.12980 0.00 -0.29 0.12
H -4.43637 7.05578 -5.10787 0.05 0.64 -0.40
H -4.11744 3.79512 -3.45952 -0.16 -0.49 -0.73
H -5.60199 4.65788 -3.35850 -0.32 0.46 -0.83
C 6.52739 -2.36124 2.70050 0.17 -1.71 -0.60
C 6.20154 -1.86990 1.25510 1.11 0.71 1.06
C 5.05604 -2.76125 0.82836 0.03 0.86 0.03
O 4.95271 -3.76977 1.76424 -0.57 -2.04 1.85
C 6.12402 -3.84030 2.53996 0.76 1.05 0.34
H 5.90109 -2.00240 3.51726 -0.10 0.68 -0.38
H 7.56234 -2.36694 3.04246 0.12 0.60 -0.29
H 7.00503 -2.01901 0.53381 0.41 0.09 0.40
H 5.99535 -0.80125 1.31483 -0.32 -0.01 -0.44
H 5.26585 -3.27105 -0.11196 -0.37 0.72 -0.46
H 4.14819 -2.16462 0.91759 -0.41 -0.33 -0.86
H 6.93182 -4.38002 2.04574 0.04 -0.24 -0.38
H 6.02080 -4.27998 3.53199 -0.77 -0.33 -0.21
C -5.52497 0.14449 -0.54821 0.93 2.06 -0.36
C -5.37144 -1.15683 -1.20052 0.86 -3.18 1.23
C -5.43474 -0.98077 -2.68656 0.05 1.39 -0.81
O -5.13197 0.47610 -2.87470 0.84 -2.78 -0.78
C -5.61356 1.06957 -1.75070 -1.53 2.24 1.09
H -4.55284 0.42908 -0.14561 -0.30 -0.12 0.97
H -6.36169 0.34211 0.12183 0.25 -0.42 0.15
H -5.93093 -1.92141 -0.66156 -1.16 -0.12 -0.88
H -4.41451 -1.62354 -0.96689 0.66 0.56 -0.08
H -6.41336 -1.21281 -3.10676 -0.09 0.15 -0.15
H -4.65625 -1.51973 -3.22654 -0.18 -0.01 0.01
H -6.63597 1.38575 -1.95760 -0.53 0.03 0.24
H -5.08500 1.98291 -1.47770 0.29 0.20 -0.57
C 5.68013 -0.55207 -3.36577 -1.12 -0.70 -0.94
C 6.74479 0.23520 -2.65591 -0.08 -0.14 0.46
C 7.72211 -0.84582 -2.28868 -0.49 -0.73 -0.06
O 6.92133 -2.03026 -2.14232 1.16 -1.26 1.07
C 5.59687 -1.85609 -2.54716 0.22 1.84 -0.70
H 6.00371 -0.72045 -4.39293 -0.22 -0.26 -0.15
H 4.66860 -0.14634 -3.34875 0.18 0.64 -0.31
H 6.26891 0.59645 -1.74424 0.38 0.71 0.04
H 7.30452 0.95787 -3.24967 -0.65 0.49 0.14
H 8.26811 -0.62578 -1.37131 0.00 -0.22 0.08
H 8.42817 -1.02728 -3.09903 0.20 0.00 -0.02
H 4.91830 -1.62688 -1.72552 0.08 -0.21 0.52
H 5.18935 -2.72262 -3.06787 0.38 0.00 -0.11
C -0.84979 -0.93822 -1.26334 -0.67 -0.16 0.22
C -1.19157 -1.53509 0.11922 1.24 -1.94 -2.03
C -0.56810 -0.56905 1.07122 -0.65 -0.89 -0.49
O -0.52602 0.64885 0.33814 -0.13 0.79 1.15
C -1.08955 0.50424 -0.96265 0.38 0.85 -0.30
H -1.36322 -1.44171 -2.08249 -0.19 0.39 -0.05
H 0.21327 -0.90534 -1.50194 0.21 -1.00 0.27
H -0.74337 -2.52867 0.11613 0.06 -0.09 0.52
H -2.25634 -1.69383 0.29000 -0.14 0.39 -0.26
H 0.43551 -0.86676 1.37495 0.01 0.15 0.09
H -1.29099 -0.68687 1.87847 0.38 1.39 0.91
H -0.45368 1.12100 -1.59776 -0.26 0.30 -0.17
H -2.11010 0.88453 -1.00683 -0.25 -0.19 0.08
C -2.77812 -8.26857 1.01821 -0.18 -1.16 0.97
C -2.23238 -7.47220 -0.18381 0.08 0.62 1.80
C -0.70888 -7.79715 -0.15550 -0.28 -0.88 0.91
O -0.40671 -8.23633 1.21226 -1.07 -0.83 -0.39
C -1.56203 -8.92298 1.78070 -0.77 1.85 -1.02
H -3.51148 -9.02501 0.73878 0.21 -0.25 -0.29
H -3.34640 -7.67597 1.73514 0.18 0.49 -0.17
H -2.42647 -6.45335 0.15140 0.45 0.40 -0.55
H -2.87273 -7.62799 -1.05201 0.77 -0.25 -0.33
H 0.03065 -7.00918 -0.29794 -0.53 0.21 -0.36
H -0.48279 -8.61186 -0.84342 0.03 -0.11 -0.12
H -1.59120 -8.67624 2.84201 0.15 0.05 -0.04
H -1.66630 -10.00547 1.70680 0.94 -0.17 -0.46
C 2.84959 3.66236 -0.89257 0.26 2.74 0.50
C 1.99919 2.54837 -0.35793 -0.54 0.26 1.43
C 2.65422 1.32961 -0.88570 -0.41 -0.30 -1.43
O 3.03040 1.81784 -2.16538 -0.35 -2.50 -1.84
C 3.56327 3.09141 -2.07045 1.25 -0.58 0.11
H 3.56062 4.15842 -0.23192 0.01 -0.37 0.45
H 2.20776 4.48565 -1.20619 -0.11 0.11 -0.09
H 1.04237 2.71667 -0.85218 -0.28 -0.65 0.29
H 1.85418 2.49264 0.72094 -0.07 0.37 0.01
H 1.95917 0.50675 -1.05279 -0.04 -0.04 0.00
H 3.50223 0.90905 -0.34523 0.30 0.36 0.36
H 3.50483 3.63106 -3.01568 -0.35 -0.07 0.07
H 4.62183 2.91674 -1.87803 0.49 0.62 0.20
C -1.07917 -4.59492 2.30644 0.79 -0.15 -0.45
C -0.21083 -4.37000 3.53155 0.16 0.05 0.39
C 1.11021 -3.65430 3.03051 -1.84 -2.50 0.53
O 1.07863 -3.96075 1.63944 1.47 2.21 -0.02
C 0.04189 -4.82426 1.29559 0.12 0.11 0.04
H -1.71353 -3.72585 2.13207 -0.16 -0.25 -0.47
H -1.57578 -5.56520 2.31207 -0.76 0.36 0.45
H 0.03715 -5.39207 3.81786 0.33 0.17 0.61
H -0.69596 -3.85351 4.35980 -0.03 -0.09 -0.02
H 1.87568 -4.24626 3.53224 0.65 0.46 -0.22
H 1.18681 -2.60686 3.32221 -0.04 0.12 -0.65
H 0.45716 -5.82579 1.40774 -0.46 -0.44 -0.02
H -0.18476 -4.65207 0.24340 -0.23 0.02 -0.06
C 1.23491 0.84389 6.04505 -1.52 0.64 0.42
C 0.56242 1.33539 7.43985 3.26 -1.60 -1.49
N 1.47062 0.78789 8.50696 -1.29 0.04 0.14
C 2.90765 1.18554 8.42642 -1.18 -0.56 0.70
C 3.90557 0.07111 7.93260 -0.71 2.07 -0.10
C 0.85240 1.05382 9.83489 1.03 -0.27 0.49
C 1.30276 0.11081 11.03064 -0.60 0.13 -1.20
H 2.07779 1.47696 5.76778 0.26 -0.22 0.39
H 0.56943 0.96428 5.19021 -0.45 0.27 0.10
H 1.47937 -0.21736 5.99965 0.26 0.09 0.58
H 0.62404 2.42317 7.40815 -0.44 0.31 0.16
H -0.45213 0.96250 7.58041 0.16 0.06 -0.06
H 3.05659 1.55333 9.44163 0.96 -0.63 0.29
H 3.03983 2.13758 7.91238 -0.04 -0.09 -0.85
H 3.79044 -0.88451 8.44412 0.16 0.26 0.04
H 4.87711 0.55790 8.01766 0.39 -0.54 0.54
H 3.82965 -0.03853 6.85079 -0.46 -0.35 0.04
H 1.06621 2.07315 10.15639 0.31 0.46 0.06
H -0.22939 1.08931 9.70622 -0.03 -0.60 0.11
H 2.37918 -0.05047 11.08884 0.08 0.34 -0.19
H 0.96858 0.50338 11.99102 -0.03 0.19 -0.09
H 0.87237 -0.88532 10.92766 -0.12 -0.01 -0.14
C 0.78531 2.04090 -4.42779 -0.11 -0.82 -1.24
C 0.34996 0.63954 -4.93938 -0.38 0.04 -0.89
N 0.07120 0.55702 -6.41295 1.09 0.27 -0.58
C 1.22560 0.91031 -7.25308 1.21 0.94 0.81
C 2.58740 0.26224 -6.84264 -1.41 0.22 0.60
C -0.38053 -0.73696 -6.83071 -2.81 0.24 -1.13
C -0.89822 -0.84845 -8.31881 0.56 0.00 0.74
H 0.70482 2.07950 -3.34145 0.19 0.13 -0.18
H 0.18695 2.81273 -4.91185 -0.59 -0.13 0.27
H 1.78079 2.31301 -4.77863 0.34 -0.33 0.45
H 1.01780 -0.19010 -4.70743 0.66 0.24 0.46
H -0.56072 0.35347 -4.41315 -0.36 0.14 -0.21
H 1.10295 0.74608 -8.32364 -0.68 -0.31 0.20
H 1.30336 1.99525 -7.18274 0.38 0.20 0.06
H 2.77654 0.52299 -5.80133 0.54 0.44 -0.12
H 2.46534 -0.81754 -6.75734 0.27 -0.22 -0.66
H 3.37789 0.58300 -7.52113 0.06 -0.27 0.20
H -1.36071 -0.83477 -6.36403 0.21 -0.69 0.91
H 0.25850 -1.60004 -6.64409 0.27 -0.06 0.31
H -1.66018 -0.12499 -8.60883 0.23 0.43 0.38
H -1.43601 -1.79634 -8.33896 0.34 -0.27 -0.35
H -0.09317 -0.80897 -9.05260 -0.13 -0.29 -0.09
C 3.09418 -3.64201 -4.80455 -0.62 -0.14 -1.33
C 1.76424 -3.10436 -4.22618 0.94 -0.13 0.94
N 1.09122 -3.95026 -3.23286 -1.00 -0.26 0.56
C 0.11686 -4.83840 -3.89727 0.15 0.57 -0.50
C -0.89212 -5.53799 -2.99554 1.43 -0.36 0.41
C 1.99434 -4.59453 -2.23198 -0.11 0.63 -0.67
C 2.56913 -3.59139 -1.22020 -0.39 -0.23 -0.92
H 3.92613 -4.01039 -4.20435 -0.35 0.41 0.40
H 3.45337 -2.91688 -5.53481 0.34 0.38 0.29
H 2.83587 -4.45545 -5.48256 -0.02 -0.49 0.15
H 1.88264 -2.11880 -3.77589 0.38 0.16 0.06
H 1.12109 -2.93312 -5.08939 -0.23 -0.18 0.18
H -0.48748 -4.25192 -4.58930 0.19 0.55 0.03
H 0.68545 -5.48444 -4.56617 -0.17 -0.89 -0.02
H -1.11308 -4.86057 -2.17069 -0.38 0.02 -0.03
H -1.78584 -5.88664 -3.51305 0.09 0.21 -0.02
H -0.37977 -6.39934 -2.56699 -0.33 -0.23 0.22
H 2.77620 -5.11260 -2.78731 0.34 -0.27 0.19
H 1.49174 -5.34282 -1.61916 -0.50 -0.06 -0.40
H 3.18502 -2.83721 -1.71007 -0.04 0.02 0.01
H 3.17573 -4.11196 -0.47916 -0.22 0.09 0.06
H 1.70276 -3.10741 -0.76934 0.24 0.12 0.35
C -8.61163 -2.63424 6.43509 0.02 0.75 1.46
C -7.33914 -3.12771 5.75438 -1.57 -0.57 -1.78
N -7.70281 -3.88255 4.52915 0.59 1.13 -1.85
C -6.59901 -4.13174 3.59887 0.99 1.40 0.42
C -5.80416 -2.85454 3.19649 -0.75 -0.73 -0.30
C -8.45418 -5.08334 4.72266 0.37 -1.19 1.51
C -7.67664 -6.03032 5.66822 -0.51 -0.42 0.68
H -8.64531 -1.55002 6.32814 -0.09 0.07 0.00
H -8.48564 -2.80056 7.50494 -0.33 -0.01 0.19
H -9.61979 -2.94839 6.16486 0.42 -0.63 -0.37
H -6.90538 -2.17109 5.46311 0.91 -0.65 -0.20
H -6.69857 -3.75366 6.37562 0.19 0.35 0.38
H -5.80266 -4.71868 4.05652 -0.07 -0.91 0.05
H -6.95735 -4.61345 2.68912 -0.21 -0.13 0.24
H -4.98409 -2.66583 3.88929 -0.31 0.41 0.13
H -5.33844 -3.04174 2.22894 0.03 0.03 -0.09
H -6.51643 -2.03904 3.07105 0.32 0.33 0.17
H -8.66932 -5.69647 3.84751 0.17 0.86 -0.64
H -9.41824 -4.83055 5.16396 -0.04 -0.13 0.04
H -7.80395 -7.09189 5.45621 -0.25 -0.01 -0.12
H -8.03919 -5.86851 6.68334 0.21 -0.12 0.20
H -6.59819 -5.87219 5.67478 -0.06 0.20 -0.16
C 5.27914 6.17485 -5.27810 -0.53 0.66 0.38
C 3.78060 6.15338 -4.84491 0.82 -1.23 -0.40
N 3.43351 6.49621 -3.46114 -0.57 0.33 -0.38
C 4.10228 7.71552 -2.98812 -0.70 0.67 1.34
C 3.50973 8.16441 -1.61008 -0.20 -1.44 -0.50
C 1.93483 6.54926 -3.33836 0.47 -1.95 -0.47
C 1.20445 5.31337 -3.94605 0.75 -0.24 0.30
H 5.48898 5.63043 -6.19879 -0.64 -0.03 -0.17
H 5.96534 5.70900 -4.57084 -0.16 0.31 0.41
H 5.53724 7.21414 -5.48145 0.51 -0.03 0.23
H 3.19876 6.73249 -5.56198 -0.05 0.44 -0.21
H 3.47697 5.12012 -5.01308 -0.28 -0.07 0.14
H 4.03175 8.56385 -3.66889 -0.17 0.11 -0.50
H 5.16680 7.55250 -2.81981 0.00 -0.37 -0.23
H 4.14115 8.82506 -1.01599 -0.12 0.12 -0.33
H 3.37366 7.23073 -1.06433 0.45 -0.14 0.46
H 2.46754 8.47811 -1.66952 0.24 0.76 -0.24
H 1.67268 6.52783 -2.28056 0.07 0.53 -0.11
H 1.42746 7.33411 -3.89932 0.41 0.97 0.31
H 0.19995 5.29468 -3.52331 -0.18 0.16 -0.44
H 1.22603 5.32467 -5.03578 -0.51 0.29 0.00
H 1.60860 4.32658 -3.72022 0.37 0.24 0.49